This record from OMol25 describes a molecular structure, C7H6I2N2O in a non-equilibrium geometry. The level of theory is ωB97M-V/def2-TZVPD.

The calculation puts the total energy at -1050.32811 Ha. Its HOMO-LUMO gap is 8.5 eV. For the LUMO energy, the calculation gives -0.872 eV. The value obtained for the molecular weight is 387.95 g mol⁻¹. The calculation puts the strongest force on any atom at 0.11583 Eh/bohr. The total charge is 0. The value obtained for the HOMO energy is -9.38 eV.

Last column: Mulliken charge in e.
Cartesian coordinates (Å):
C: -0.458509 0.328462 1.294279  0.108
C: 0.366158 0.365637 2.225214  -0.639
C: -0.597167 0.093619 -0.050330  1.051
C: 1.788555 -0.180016 -0.369106  0.424
C: 1.811524 0.273558 2.302773  -0.528
C: -1.972282 -0.090159 -2.230881  -1.085
C: -1.999246 0.006561 -0.738571  -0.491
N: 0.429559 -0.118763 -0.760120  -0.240
N: 2.267426 -0.109494 0.893305  -0.247
O: 2.556264 -0.260010 -1.305392  -0.614
I: -3.048850 1.756603 -0.086890  0.198
I: -3.080399 -1.736051 0.098449  0.170
H: 2.341222 1.147677 2.663528  0.316
H: 2.250561 -0.430105 2.914159  0.370
H: -2.772940 0.312733 -2.782750  0.374
H: -1.071257 0.429757 -2.522527  0.347
H: -1.991701 -1.232613 -2.370715  0.275
H: 3.181090 -0.557393 0.825574  0.210

Cartesian forces, eV/Å:
2.74 0.49 5.27
-2.45 -0.01 -2.57
-1.71 -1.00 -2.85
-0.68 1.20 -1.23
0.45 0.56 -2.54
0.99 -2.60 0.56
-0.13 0.38 1.35
-0.70 -0.08 -0.23
1.02 -0.46 1.78
0.45 -0.52 0.25
-0.06 0.32 0.06
0.48 0.50 -0.03
-0.36 0.85 -0.48
0.17 -2.15 1.54
-1.30 0.52 -0.11
0.43 -0.38 -0.54
0.72 1.83 -0.73
-0.06 0.58 0.51


This record from OMol25 describes 3 unconnected molecules or ions with the total composition C23H15Cl2F32O8PS in a non-equilibrium geometry. The level of theory is ωB97M-V/def2-TZVPD.

As for the SMILES: C[C@@H](Cl)C[C@@]1(C(F)(F)C(F)(F)C(F)(F)F)OC(=O)O[C@@]1(P(O)Cl)S(=O)(=O)C(F)(F)C(F)(F)C(F)(F)C(F)(F)F.FC(F)C(F)(F)COC(F)(F)C(F)F.FC(F)C(F)(F)COC(F)(F)C(F)F. The calculation puts the total energy at -6342.73185 Ha. Its HOMO-LUMO gap is 8.5 eV. For the LUMO energy, the calculation gives -1.642 eV. The value obtained for the molecular weight is 1161.25 g mol⁻¹. The calculation puts the strongest force on any atom at 0.18953 Eh/bohr. The total charge is 0. The value obtained for the HOMO energy is -10.18 eV.

Last column: Mulliken charge in e.
Cartesian coordinates (Å):
C: 2.828741 1.103348 3.023450  -0.997
C: 1.489338 0.161987 2.924459  0.712
Cl: 0.311127 0.963764 4.135064  -0.159
C: 0.948652 0.117743 1.428762  -1.644
C: 0.440430 -1.344003 0.888550  0.583
C: -0.671929 -1.919079 1.866642  0.648
F: -0.154372 -2.410257 3.124764  -0.297
F: -1.500473 -0.794318 2.250514  -0.321
C: -1.686019 -3.037022 1.380997  0.479
F: -2.074855 -3.060383 0.029769  -0.252
F: -1.135593 -4.312361 1.784247  -0.269
C: -3.103241 -2.968207 2.198699  0.567
F: -2.947247 -2.867797 3.590004  -0.198
F: -4.008308 -2.029944 1.637394  -0.212
F: -3.709405 -4.254395 1.960788  -0.261
O: -0.305191 -0.834081 -0.282567  -0.352
C: 0.584805 -0.546367 -1.385382  0.309
O: 0.500129 0.301339 -2.276771  -0.579
O: 1.652799 -1.498224 -1.111696  -0.370
C: 1.496595 -2.284910 0.126519  0.557
P: 0.893317 -3.957111 -0.645106  0.311
O: 2.175753 -5.066896 -0.800268  -0.360
Cl: 0.272284 -3.648659 -2.678423  -0.281
S: 3.303124 -2.319623 0.660140  1.227
O: 3.872331 -0.916494 0.881394  -0.581
O: 4.068240 -2.779364 -0.578458  -0.555
C: 3.673838 -3.262220 2.203594  0.699
F: 2.649745 -3.183729 3.222250  -0.241
F: 4.797160 -2.592764 2.812822  -0.264
C: 4.080809 -4.802253 2.104077  0.419
F: 4.620818 -5.251108 0.881981  -0.252
F: 5.142030 -5.000723 3.068613  -0.292
C: 2.939611 -5.854254 2.570427  0.485
F: 1.649896 -5.584058 2.056156  -0.132
F: 2.935142 -5.929948 4.007981  -0.283
C: 3.299506 -7.375392 2.091373  0.544
F: 4.640039 -7.732517 2.343018  -0.217
F: 2.506505 -8.218406 2.944056  -0.246
F: 2.894466 -7.576609 0.756821  -0.183
H: 2.790166 1.695517 4.008757  0.382
H: 3.724371 0.390315 3.118564  0.188
H: 2.951197 1.788526 2.118155  0.282
H: 1.782101 -0.830931 3.397085  -0.047
H: 0.103022 0.906272 1.351231  0.500
H: 1.790375 0.551585 0.760523  0.586
H: 2.129798 -5.513267 -1.685337  0.330
F: -3.167059 5.220917 5.018757  -0.226
C: -2.997973 3.950321 4.613738  0.076
F: -2.275971 3.333096 5.584638  -0.255
C: -2.277963 3.839065 3.267905  0.995
F: -1.004236 4.294494 3.352120  -0.301
F: -2.175721 2.509640 2.965452  -0.314
C: -2.972679 4.516987 2.068196  -0.785
O: -2.530130 5.835289 1.707436  -0.397
C: -3.077070 6.922239 2.427901  0.760
F: -4.138247 6.498134 3.140324  -0.272
F: -3.571380 7.772643 1.497934  -0.297
C: -2.032280 7.657591 3.277914  0.214
F: -1.409410 6.828419 4.141829  -0.206
F: -2.616453 8.629215 4.021850  -0.259
H: -3.978828 3.466514 4.575091  0.276
H: -2.721246 3.909887 1.193466  0.427
H: -4.062262 4.462077 2.136775  0.347
H: -1.269554 8.116953 2.645799  0.237
F: -1.413881 0.551096 -8.587320  -0.215
C: -1.743851 -0.343502 -7.639905  0.115
F: -2.983488 -0.798151 -7.959639  -0.279
C: -1.744927 0.248096 -6.228413  0.849
F: -2.708356 1.191738 -6.093758  -0.288
F: -2.086094 -0.754473 -5.362487  -0.320
C: -0.404704 0.828992 -5.731095  -0.460
O: -0.217423 2.247456 -5.862863  -0.406
C: 0.222109 2.729405 -7.117223  0.766
F: 0.649805 1.696789 -7.868706  -0.286
F: 1.318752 3.481229 -6.862471  -0.291
C: -0.829697 3.596089 -7.822392  0.221
F: -1.996453 2.938412 -7.990129  -0.209
F: -0.404015 3.957096 -9.058411  -0.264
H: -1.054575 -1.190662 -7.709619  0.271
H: -0.386041 0.661878 -4.650040  0.179
H: 0.455248 0.270179 -6.109475  0.407
H: -1.035576 4.502130 -7.248812  0.230

Cartesian forces, eV/Å:
-0.02 -0.83 0.68
1.82 1.16 0.53
0.39 -0.92 -1.06
0.82 0.48 1.15
-0.56 2.27 -0.70
-0.82 0.97 2.17
-0.68 1.16 -3.28
1.77 -2.50 -1.18
-1.32 -2.03 0.63
1.46 0.18 2.79
-1.12 2.91 -1.38
-1.84 -1.72 -0.06
-0.50 0.30 -3.63
2.60 -2.07 1.95
1.37 3.17 0.63
0.48 0.34 -1.88
0.16 0.22 1.12
0.32 -4.23 3.93
-0.35 1.76 -0.50
0.21 1.75 -1.78
-1.30 -3.09 -0.04
-1.20 1.72 -0.74
0.96 0.23 1.17
5.72 5.65 -5.51
-2.95 -3.75 1.08
-2.96 -0.80 4.02
1.34 -0.01 4.52
1.89 -0.08 -2.91
-2.89 -1.46 -2.14
2.20 -2.08 0.83
-1.49 1.48 2.43
-2.54 0.55 -2.24
-0.30 -1.17 1.03
2.79 -0.10 1.35
-0.36 0.66 -3.68
-0.74 -1.52 0.92
-3.40 1.03 -1.18
1.91 1.91 -2.51
1.48 0.29 3.38
0.00 -0.78 -1.74
-1.22 1.21 -0.48
-0.19 -0.94 1.35
-0.78 1.22 -0.86
1.04 -1.87 0.04
-1.31 -1.30 0.89
0.15 0.63 0.94
0.06 -0.01 -0.10
-0.16 -0.51 0.79
0.12 -0.12 -0.32
0.68 0.47 -0.58
-0.25 0.00 0.21
-0.51 0.14 0.17
-0.13 -0.06 -0.83
-0.25 0.42 1.43
-0.60 -1.34 -1.20
0.15 0.50 0.15
0.42 0.16 0.31
0.57 0.40 0.42
-0.12 -0.03 -0.29
-0.26 -0.14 -0.32
0.04 -0.02 -0.20
0.20 0.10 0.20
0.15 0.10 0.29
-0.15 -0.06 -0.20
-0.01 0.02 0.10
-0.37 -0.70 -0.48
0.01 0.03 0.34
-0.11 0.90 0.50
0.09 -0.19 -0.26
0.29 -0.20 -0.37
0.45 0.10 0.71
-0.31 -0.13 -1.50
0.65 -1.10 1.46
-0.04 0.45 -0.32
-0.45 0.25 -0.21
-0.54 0.48 -0.34
0.23 0.01 0.21
0.33 -0.15 0.24
0.06 0.05 0.18
-0.22 0.14 -0.15
-0.22 0.08 -0.25
0.20 -0.06 0.15


This record from OMol25 describes C4H5NO2S in the gas phase in a non-equilibrium geometry. The level of theory is ωB97M-V/def2-TZVPD.

As for the SMILES: CN1C(=O)CSC1=O. Its energy above the lowest of the compared OMol25 structures with the same formula, charge and spin is 50.5 kcal/mol. The calculation puts the total energy at -758.79963 Ha. Its HOMO-LUMO gap is 10.3 eV. For the LUMO energy, the calculation gives 0.309 eV. The value obtained for the molecular weight is 131.16 g mol⁻¹. The calculation puts the strongest force on any atom at 0.10628 Eh/bohr. The total charge is 0. The value obtained for the HOMO energy is -9.96 eV.

Last column: Mulliken charge in e.
Cartesian coordinates (Å):
C: -0.003515 -1.290040 -1.347715  -0.818
N: 0.139262 -0.368108 -0.143920  0.005
C: -0.112620 0.929932 -0.414299  0.535
O: -0.501137 1.373680 -1.438936  -0.561
C: -0.152982 1.593945 0.965980  -0.486
S: 0.901334 0.582001 2.180906  -0.104
C: 0.462702 -0.832672 1.201127  0.494
O: 0.587615 -2.019490 1.414274  -0.505
H: -0.914836 -1.846874 -1.262174  0.294
H: 0.818949 -2.135838 -1.384944  0.254
H: 0.003895 -0.450975 -2.237855  0.317
H: -1.285773 1.561834 1.534540  0.255
H: 0.057106 2.902605 0.933016  0.320

Cartesian forces, eV/Å:
2.12 1.04 -0.44
0.49 -2.91 -0.94
-0.90 -0.38 3.96
-0.10 1.35 -1.77
-1.75 4.50 2.55
-1.14 0.56 -1.08
0.78 -0.93 -2.37
-0.31 1.70 0.32
-0.75 0.08 -0.19
-1.25 2.22 0.07
-0.03 -2.85 1.97
3.04 -0.05 -2.22
-0.19 -4.34 0.13